Record 1
Here is 2 unconnected molecules or ions with the total composition C11H14NS2 at a distorted geometry from the OMol25 dataset. Energies are from wB97M-V/def2-TZVPD.

Geometry (Å):
C  -0.096  3.177  -2.053
C  -0.658  0.722  3.328
C  -0.501  2.410  -0.972
C  -0.889  -0.105  2.216
C  0.582  2.449  -3.011
C  0.637  1.174  3.353
C  -0.291  1.099  -1.209
C  0.196  -0.278  1.393
C  -0.566  -2.988  -0.981
C  -0.969  -1.879  -0.121
C  0.243  -1.016  0.288
N  1.530  -1.128  -0.387
S  0.581  0.746  -2.630
S  1.612  0.658  2.061
H  -0.168  4.365  -2.149
H  -1.535  0.886  4.034
H  -0.953  2.833  -0.081
H  -1.864  -0.412  1.983
H  1.112  2.775  -3.825
H  1.243  1.411  4.169
H  -1.309  -3.850  -0.984
H  -0.472  -2.699  -1.980
H  0.302  -3.550  -0.652
H  -1.768  -1.447  -0.656
H  -1.347  -2.206  0.769
H  1.654  -0.453  -1.231
H  1.553  -2.035  -0.899
H  2.140  -0.657  0.227

Values from the calculation:
Relative energy (zero: lowest compared OMol25 entry of this formula, charge and spin) in kcal per mole: 112.5
Electronic energy in eV: -34782.2119
Charge: +1
HOMO (alpha / beta) in eV: -12.28 / -11.14

Record 2
Here is a molecular structure, C60H81InN10PS at a distorted geometry from the OMol25 dataset. Energies are from wB97M-V/def2-TZVPD.

Geometry (Å):
C  10.234  -2.112  2.465
C  10.692  -1.866  0.999
C  9.897  -0.769  0.311
C  8.581  -1.280  -0.315
C  7.326  -0.670  0.315
C  6.869  0.643  -0.343
C  5.399  0.632  -0.796
C  4.459  1.274  0.206
C  3.112  1.658  -0.371
C  2.284  0.450  -0.886
C  1.099  0.120  0.039
C  -0.307  0.471  -0.498
In  -1.783  -0.876  0.523
C  -3.528  0.271  1.347
C  -2.487  -2.440  -0.924
N  -2.173  -3.759  -0.311
C  -1.608  -4.805  -1.160
P  -0.723  -2.193  2.437
S  0.830  -3.324  1.922
H  9.436  -1.426  2.720
H  9.880  -3.129  2.575
H  11.063  -2.005  3.152
H  10.571  -2.799  0.461
H  11.754  -1.638  0.997
H  9.719  0.041  1.009
H  10.520  -0.378  -0.491
H  8.604  -1.102  -1.386
H  8.530  -2.352  -0.150
H  6.517  -1.391  0.293
H  7.568  -0.494  1.359
H  7.490  0.850  -1.208
H  6.990  1.468  0.354
H  5.328  1.191  -1.727
H  5.079  -0.383  -0.991
H  4.910  2.186  0.601
H  4.301  0.619  1.063
H  3.242  2.364  -1.184
H  2.517  2.160  0.384
H  2.924  -0.428  -0.888
H  1.960  0.618  -1.906
H  1.201  0.618  1.001
H  1.119  -0.951  0.202
H  -0.581  1.498  -0.259
H  -0.362  0.347  -1.573
H  -4.188  0.502  0.518
H  -4.045  -0.319  2.093
H  -3.176  1.203  1.782
H  -3.568  -2.359  -1.064
H  -2.038  -2.309  -1.903
H  -2.965  -4.105  0.208
H  -2.324  -5.620  -1.298
H  -0.751  -5.239  -0.649
H  -1.326  -4.425  -2.134
H  -0.426  -1.309  3.505
H  -1.734  -3.043  2.957
N  -0.103  -8.282  2.013
C  -1.282  -8.900  1.936
C  -2.494  -8.237  1.835
C  -2.483  -6.850  1.815
C  -1.270  -6.187  1.893
C  -0.114  -6.946  1.989
H  -1.245  -9.986  1.954
H  -3.420  -8.794  1.773
H  -3.409  -6.293  1.736
H  -1.212  -5.106  1.874
H  0.853  -6.460  2.046
N  -5.297  3.737  0.562
C  -6.095  4.308  1.463
C  -5.786  5.480  2.137
C  -4.572  6.090  1.868
C  -3.727  5.510  0.937
C  -4.135  4.340  0.313
H  -7.035  3.797  1.645
H  -6.483  5.906  2.846
H  -4.294  7.009  2.370
H  -2.771  5.954  0.693
H  -3.506  3.857  -0.426
N  2.643  4.967  -0.940
C  1.761  5.496  -0.096
C  1.953  6.703  0.560
C  3.129  7.398  0.327
C  4.059  6.860  -0.548
C  3.767  5.646  -1.153
H  0.858  4.915  0.060
H  1.200  7.086  1.235
H  3.318  8.343  0.820
H  4.992  7.367  -0.756
H  4.467  5.188  -1.844
N  -7.847  8.347  1.771
C  -7.096  8.285  0.671
C  -6.928  9.345  -0.209
C  -7.582  10.534  0.065
C  -8.370  10.617  1.203
C  -8.466  9.500  2.019
H  -6.606  7.336  0.491
H  -6.302  9.236  -1.085
H  -7.480  11.385  -0.598
H  -8.898  11.526  1.454
H  -9.069  9.523  2.921
N  2.837  -12.986  2.834
C  2.602  -11.765  2.354
C  1.516  -10.981  2.719
C  0.623  -11.501  3.641
C  0.848  -12.770  4.152
C  1.965  -13.466  3.718
H  3.328  -11.399  1.636
H  1.374  -9.991  2.299
H  -0.236  -10.923  3.959
H  0.174  -13.212  4.874
H  2.180  -14.461  4.095
N  6.603  -3.403  3.538
C  5.431  -4.041  3.497
C  4.206  -3.402  3.380
C  4.192  -2.020  3.301
C  5.399  -1.339  3.342
C  6.568  -2.074  3.460
H  5.487  -5.123  3.557
H  3.284  -3.966  3.341
H  3.253  -1.490  3.201
H  5.434  -0.259  3.279
H  7.534  -1.579  3.492
N  -6.571  8.796  -3.466
C  -6.207  9.201  -4.682
C  -7.087  9.351  -5.743
C  -8.424  9.059  -5.534
C  -8.822  8.634  -4.278
C  -7.863  8.522  -3.282
H  -5.151  9.413  -4.805
H  -6.730  9.685  -6.707
H  -9.143  9.161  -6.336
H  -9.856  8.394  -4.070
H  -8.137  8.197  -2.285
N  -2.345  4.525  -2.719
C  -3.545  4.505  -3.298
C  -3.965  5.443  -4.229
C  -3.092  6.461  -4.577
C  -1.841  6.497  -3.986
C  -1.518  5.508  -3.069
H  -4.198  3.694  -2.992
H  -4.951  5.377  -4.667
H  -3.384  7.214  -5.300
H  -1.127  7.272  -4.229
H  -0.547  5.495  -2.585
N  -3.063  -9.042  -4.209
C  -3.190  -8.787  -2.907
C  -2.117  -8.640  -2.042
C  -0.837  -8.764  -2.554
C  -0.685  -9.028  -3.906
C  -1.824  -9.156  -4.684
H  -4.209  -8.696  -2.546
H  -2.280  -8.429  -0.993
H  0.026  -8.654  -1.911
H  0.297  -9.131  -4.348
H  -1.749  -9.360  -5.748

Values from the calculation:
Electronic energy in eV: -103730.7640
Charge: -1
HOMO in eV: -3.98